{"formula": "C3H8N2", "method": "ωB97M-V/def2-TZVPD", "symbols": ["C", "C", "C", "N", "N", "H", "H", "H", "H", "H", "H", "H", "H"], "positions_angstrom": [[2.09628, -0.36301, -0.01602], [0.91838, 0.70626, -0.07853], [-0.43807, -0.04118, -0.05366], [-1.55649, 0.46896, 0.21061], [-2.70140, -0.17596, -0.08737], [2.78754, 0.36373, 0.11326], [1.96890, -0.96365, -0.87788], [2.05930, -0.92575, 0.92149], [0.78386, 1.12099, 0.96365], [1.03624, 1.43865, -0.83539], [-0.34035, -1.21362, -0.06731], [-3.23698, -0.58849, 0.62411], [-3.37722, 0.17308, -0.81696]], "forces_ev_per_a": [[-3.97, 0.91, 1.08], [-2.01, -2.88, 3.68], [0.63, -2.48, -0.04], [1.59, 3.53, -0.91], [-2.66, -2.52, -2.33], [3.69, 1.16, -0.48], [0.93, -0.60, -0.87], [-0.26, -0.12, -0.33], [0.89, 0.57, -1.15], [-0.09, 0.62, -0.62], [-0.34, 1.71, -0.75], [-0.25, -0.27, 1.41], [1.85, 0.37, 1.30]], "smiles": "CC/C=N/N", "total_charge": 0, "gap_ev": 9.079, "e_tot_ha": -228.4973, "e_above_lowest_kcal_mol": 94.97, "homo_energy_ev": -7.844, "molar_mass_g_mol": 72.11}



{"formula": "C3H8N2", "method": "ωB97M-V/def2-TZVPD", "symbols": ["N", "C", "C", "C", "N", "H", "H", "H", "H", "H", "H", "H", "H"], "positions_angstrom": [[2.09535, 0.31517, 0.01903], [1.08730, -0.44618, -0.58139], [-0.09692, -0.90890, -0.08015], [-0.94280, 0.10891, 0.56942], [-2.12209, 0.46149, -0.19511], [1.83587, 0.70181, 0.92150], [2.98591, -0.17632, 0.05230], [1.53478, -1.04062, -1.38431], [-0.52952, -1.85174, -0.40934], [-1.24127, -0.17431, 1.58420], [-0.14822, 0.99349, 0.36935], [-1.84543, 0.78652, -1.11973], [-2.61297, 1.23068, 0.25425]], "forces_ev_per_a": [[-0.58, 1.18, 0.01], [0.92, -3.62, 0.38], [0.37, 0.79, -1.55], [2.01, 2.04, -0.13], [-0.66, -0.16, -0.32], [0.22, -0.15, -0.21], [-0.47, 0.31, -0.14], [-0.06, -0.07, 0.19], [0.02, 0.32, -0.52], [0.15, 0.63, 0.06], [-1.97, -0.95, 2.11], [-0.07, -0.15, 0.18], [0.10, -0.17, -0.06]], "smiles": "N/C=C\\CN", "total_charge": 0, "gap_ev": 9.072, "e_tot_ha": -228.5384, "e_above_lowest_kcal_mol": 69.18, "homo_energy_ev": -8.083, "molar_mass_g_mol": 72.11}